The following is a quantum chemistry calculation of an isolated molecule of C3H5NO, from the Open Molecules 2025 dataset.

Each line ends with the Mulliken charge.
Geometry (Å):
O (2.13, 0.05, -0.09)  -0.4549
C (1.01, 0.02, 0.31)  -0.1218
C (-0.20, -0.06, -0.48)  0.0348
C (-1.38, 0.65, 0.00)  -0.2432
N (-1.41, -0.72, 0.08)  -0.4889
H (0.82, 0.20, 1.37)  0.2787
H (0.04, -0.41, -1.51)  0.3244
H (-1.47, 1.08, 1.06)  0.2001
H (-2.02, 1.21, -0.68)  0.2131
H (-1.09, -1.07, 0.91)  0.2577

Output
- relative energy (zero: lowest compared OMol25 entry of this formula, charge and spin) (kcal/mol) = 51.3
- spin multiplicity = 1
- HOMO energy (eV) = -10.1
- total charge = 0
- gap between HOMO and LUMO (eV) = 11.04
- LUMO level (eV) = 0.96
- calculated total energy (a.u.) = -247.22550